(1)
# C36H29AsN4O6S3Ti

C36H29AsN4O6S3Ti as an isolated structure at a distorted geometry (the ωB97M-V functional and the def2-TZVPD basis, the OMol25 dataset).

Output
energy above the lowest of the compared OMol25 structures with the same formula, charge and spin = 100.3 kJ/mol
spin multiplicity = 3
E_LUMO (alpha / beta) = 4.258 / 4.231 eV
HOMO level (alpha / beta) = 0.36 / -1.85 eV
frontier orbital gap (alpha / beta) = 0.1433 / 0.2233 Ha
total charge = -2

Last column: Mulliken spin population.
Element x y z (Å)
Ti -0.450 -0.100 -0.237  0.9388
O 0.370 3.502 -2.410  -0.0006
C 0.431 2.748 -1.443  0.0078
O 0.143 1.499 -1.469  0.0015
C 1.031 3.273 -0.133  -0.0014
C 2.248 2.403 0.209  0.0107
C 3.155 3.105 1.227  0.0025
C 2.323 2.946 2.521  -0.0142
C 1.096 2.192 1.995  0.0242
O 1.670 1.351 0.986  -0.0436
C 0.199 3.136 1.177  0.0022
C -1.228 2.592 1.060  0.0157
O -2.174 3.304 1.358  0.0056
O -1.321 1.346 0.739  -0.0379
H 1.319 4.311 -0.300  0.0001
H 2.745 1.983 -0.662  0.0005
H 3.346 4.144 0.955  0.0000
H 4.112 2.588 1.304  -0.0001
H 2.055 3.897 2.983  0.0004
H 2.844 2.333 3.258  0.0065
H 0.570 1.576 2.719  0.0032
H 0.110 4.109 1.664  -0.0002
N -0.788 -1.231 4.058  0.0290
C 0.578 -1.120 4.211  0.0126
C 1.396 -1.185 5.319  0.0097
C 2.776 -1.082 5.116  0.0577
C 3.289 -0.934 3.831  -0.0346
C 2.463 -0.858 2.715  0.0624
C 1.081 -0.920 2.899  -0.0211
N 0.056 -0.873 2.000  0.1277
C -1.072 -1.112 2.703  0.2292
C -2.313 -1.314 2.104  -0.0026
C -3.567 -1.663 2.629  0.4349
S -4.684 -1.914 1.326  0.0943
C -3.438 -1.550 0.203  -0.0250
N -2.295 -1.255 0.711  0.0160
H -1.464 -1.401 4.777  -0.0048
H 0.988 -1.327 6.314  -0.0027
H 3.449 -1.134 5.963  0.0109
H 4.363 -0.887 3.690  0.0008
H 2.866 -0.756 1.718  0.0262
H -3.889 -1.673 3.655  0.0359
H -3.602 -1.568 -0.864  -0.0107
S 0.419 -2.963 -0.270  -0.0082
C 2.007 -3.435 -0.777  -0.0066
C 2.513 -4.713 -0.448  -0.0024
C 3.765 -5.121 -0.849  0.0003
C 4.592 -4.281 -1.598  0.0005
C 4.125 -3.020 -1.931  -0.0031
C 2.861 -2.599 -1.530  0.0159
As 2.099 -0.868 -1.911  -0.0109
C 1.259 -1.174 -3.638  -0.0069
C 1.060 -2.448 -4.149  -0.0016
C 0.404 -2.611 -5.363  -0.0002
C -0.056 -1.507 -6.064  -0.0004
C 0.121 -0.233 -5.540  -0.0009
C 0.765 -0.066 -4.324  0.0066
C 3.722 0.071 -2.478  0.0027
C 4.031 0.496 -3.762  -0.0005
C 5.229 1.148 -4.025  0.0001
C 6.146 1.371 -3.011  -0.0002
C 5.860 0.932 -1.722  0.0003
C 4.659 0.292 -1.464  0.0011
H 1.887 -5.371 0.141  0.0005
H 4.110 -6.112 -0.569  0.0000
H 5.577 -4.606 -1.911  0.0001
H 4.751 -2.351 -2.513  -0.0003
H 1.403 -3.316 -3.596  0.0004
H 0.244 -3.610 -5.753  0.0000
H -0.574 -1.639 -7.007  0.0000
H -0.269 0.634 -6.059  -0.0001
H 0.839 0.924 -3.884  0.0025
H 3.335 0.320 -4.574  -0.0005
H 5.443 1.479 -5.035  0.0000
H 7.079 1.881 -3.222  0.0000
H 6.565 1.092 -0.916  0.0000
H 4.449 -0.044 -0.452  -0.0007
O -3.079 1.302 -2.324  0.0333
S -2.390 0.074 -2.724  0.0521
N -1.380 -0.605 -1.910  -0.0411

Forces on atoms 1 to 3 (eV/Å):
Ti 0.7 -0.1 1.2
O 0.0 0.0 0.0
C 0.0 0.1 0.1

=====

(2)
# C36H29AsN7NaO2S4

C36H29AsN7NaO2S4 as an isolated structure at a distorted geometry (the ωB97M-V functional and the def2-TZVPD basis, the OMol25 dataset).

Output
energy above the lowest of the compared OMol25 structures with the same formula, charge and spin = 116.6 kJ/mol
spin multiplicity = 1
E_LUMO = 3.514 eV
HOMO level = -1.01 eV
frontier orbital gap = 0.1664 Ha
total charge = -2

Last column: Mulliken charge in e.
Element x y z (Å)
Na 0.426 0.007 -0.896  0.8773
N -2.510 2.173 -3.374  -0.0993
C -3.021 3.248 -2.655  -0.3104
C -3.424 4.406 -3.303  -0.6488
C -3.991 5.452 -2.587  -0.5581
C -4.126 5.360 -1.213  -0.6894
C -3.678 4.226 -0.552  -0.5667
C -3.145 3.166 -1.262  0.7819
S -2.564 1.723 -0.433  -0.0022
N -1.524 1.059 -1.531  0.0668
C -1.602 1.282 -2.785  0.2936
C -0.727 0.577 -3.713  0.2797
C -1.173 0.267 -5.006  -0.8477
C -0.324 -0.403 -5.859  -0.6348
C 0.941 -0.753 -5.404  -0.8156
C 1.297 -0.386 -4.114  -0.4210
N 0.513 0.291 -3.297  0.1285
H -2.311 2.380 -4.342  0.2398
H -3.302 4.481 -4.378  0.3425
H -4.308 6.344 -3.112  0.3527
H -4.558 6.178 -0.650  0.3566
H -3.745 4.139 0.521  0.4112
H -2.189 0.480 -5.306  0.5547
H -0.645 -0.659 -6.861  0.3773
H 1.621 -1.314 -6.027  0.4010
H 2.271 -0.629 -3.716  0.5899
C 4.310 1.568 -1.958  -0.6087
O 4.527 0.203 -1.619  -0.5526
C 3.481 -0.379 -0.979  0.2955
O 2.417 0.163 -0.818  -0.1308
N 3.830 -1.589 -0.478  -0.3007
N 2.787 -2.368 0.061  0.2727
H 5.298 2.011 -2.074  0.2977
H 3.745 2.065 -1.168  0.2382
H 3.744 1.648 -2.889  0.2073
H 4.568 -2.072 -0.987  0.2766
H 3.198 -3.111 0.618  0.2531
H 2.241 -2.795 -0.719  -0.2814
S -1.680 -1.772 -2.107  -0.1534
C -1.196 -3.411 -1.942  0.6326
C -2.245 -4.263 -1.585  -0.3035
N -3.150 -4.928 -1.314  -0.7368
C 0.057 -3.962 -2.139  0.3837
S 1.493 -3.144 -2.652  -0.5582
C 0.248 -5.331 -1.952  0.0198
N 0.510 -6.449 -1.810  -0.7211
S 0.655 2.798 0.697  -0.3803
C 0.183 2.656 2.340  0.5291
C -0.430 3.723 3.013  -0.8066
C -0.810 3.603 4.332  -0.3980
C -0.579 2.422 5.024  -0.9434
C 0.040 1.359 4.375  -0.0454
C 0.423 1.454 3.050  -0.7043
As 1.219 0.036 1.951  0.5821
C 1.890 -1.143 3.400  0.1763
C 3.271 -1.299 3.480  -0.6805
C 3.852 -2.122 4.428  -0.6361
C 3.051 -2.809 5.325  -0.4260
C 1.674 -2.675 5.253  -0.7532
C 1.102 -1.856 4.295  0.0283
C -0.396 -1.011 1.696  0.4304
C -0.262 -2.372 1.442  0.2781
C -1.371 -3.193 1.377  -0.9960
C -2.640 -2.666 1.553  -0.6393
C -2.787 -1.310 1.784  -0.5529
C -1.673 -0.490 1.851  -0.4038
H -0.609 4.638 2.466  0.3703
H -1.297 4.437 4.828  0.3277
H -0.890 2.321 6.060  0.3561
H 0.210 0.441 4.932  0.3348
H 3.886 -0.766 2.756  0.3017
H 4.929 -2.234 4.467  0.3833
H 3.499 -3.448 6.077  0.3509
H 1.046 -3.218 5.949  0.3713
H 0.023 -1.784 4.234  0.4414
H 0.733 -2.784 1.313  0.2515
H -1.257 -4.249 1.175  0.4943
H -3.500 -3.319 1.499  0.3336
H -3.777 -0.891 1.912  0.3400
H -1.796 0.573 2.031  0.6949

Forces on atoms 1 to 3 (eV/Å):
Na -1.1 -0.4 0.0
N 0.1 -0.5 -0.3
C -0.3 0.5 0.5

=====

(3)
# C36H29BF4MnN6P2Se2

C36H29BF4MnN6P2Se2 as an isolated structure at a distorted geometry (the ωB97M-V functional and the def2-TZVPD basis, the OMol25 dataset).

Output
spin multiplicity = 5
E_LUMO (alpha / beta) = -6.863 / -4.030 eV
HOMO level (alpha / beta) = -9.68 / -9.67 eV
frontier orbital gap (alpha / beta) = 0.1036 / 0.2074 Ha
total charge = +1

Last column: Mulliken spin population.
Element x y z (Å)
Mn 1.205 -1.576 23.458  4.4077
Se 2.536 2.923 19.211  0.0077
P 2.553 0.859 18.448  0.0053
C 1.617 0.705 16.918  -0.0005
C 2.075 1.207 15.711  0.0000
C 1.437 0.908 14.507  0.0000
C 0.340 0.065 14.548  -0.0001
C -0.273 -0.276 15.754  0.0003
C 0.338 0.083 16.951  0.0022
C 4.210 0.402 17.957  0.0005
C 5.349 1.183 18.134  -0.0001
C 6.554 0.857 17.510  -0.0004
C 6.654 -0.296 16.778  0.0001
C 5.549 -1.104 16.586  -0.0007
C 4.321 -0.823 17.198  -0.0009
C 1.813 0.067 19.852  -0.0049
C 2.238 -0.846 20.869  0.0195
N 1.094 -0.936 21.687  -0.0636
N 0.093 -0.155 21.260  0.0324
N 0.471 0.465 20.152  0.0104
P 3.456 -2.071 21.058  -0.0661
Se 3.339 -3.144 22.989  -0.4797
C 3.379 -3.345 19.712  0.0026
C 4.460 -3.706 18.931  0.0051
C 4.401 -4.888 18.214  -0.0026
C 3.239 -5.668 18.137  -0.0037
C 2.123 -5.215 18.802  -0.0007
C 2.206 -4.098 19.623  -0.0109
C 5.189 -1.425 21.159  0.0039
C 6.208 -2.353 21.327  -0.0024
C 7.477 -1.974 21.768  -0.0049
C 7.723 -0.634 22.007  -0.0004
C 6.729 0.361 21.721  0.0006
C 5.478 -0.030 21.344  0.0045
H 2.951 1.886 15.756  0.0001
H 1.740 1.415 13.600  0.0000
H -0.055 -0.311 13.664  0.0000
H -1.229 -0.822 15.820  0.0000
H -0.104 -0.164 17.918  -0.0008
H 5.282 2.070 18.786  0.0003
H 7.390 1.535 17.792  0.0000
H 7.573 -0.518 16.331  0.0000
H 5.689 -1.910 15.894  0.0000
H 3.456 -1.443 17.117  0.0009
H 5.460 -3.249 18.934  0.0000
H 5.247 -5.214 17.617  -0.0002
H 3.239 -6.535 17.476  -0.0002
H 1.255 -5.915 18.804  0.0000
H 1.351 -3.885 20.274  0.0117
H 5.926 -3.397 21.084  0.0016
H 8.158 -2.764 22.085  -0.0003
H 8.637 -0.313 22.458  -0.0001
H 6.961 1.400 21.834  -0.0001
H 4.660 0.632 21.274  0.0005
N -0.255 -1.390 26.234  0.0116
C 0.648 -0.376 25.997  0.0182
C 0.648 0.671 26.998  0.0001
C 1.555 1.677 26.863  0.0099
C 2.499 1.637 25.768  0.0090
C 2.353 0.651 24.829  0.0597
N 1.417 -0.349 24.921  -0.0035
C -0.999 -2.113 25.301  0.0104
C -2.224 -2.645 25.655  0.0027
C -2.888 -3.437 24.735  0.0067
C -2.486 -3.471 23.412  0.0117
C -1.247 -2.957 23.120  -0.0032
N -0.606 -2.210 24.033  0.0031
H -0.695 -1.372 27.158  -0.0005
H -0.046 0.640 27.830  0.0000
H 1.638 2.432 27.614  0.0004
H 3.261 2.360 25.685  -0.0003
H 3.139 0.547 24.064  -0.0215
H -2.603 -2.522 26.687  -0.0006
H -3.734 -4.048 25.040  0.0001
H -2.957 -4.078 22.672  -0.0015
H -0.811 -3.069 22.127  0.0066
F -1.567 -5.911 22.358  -0.0004
B -0.295 -5.626 21.858  -0.0008
F 0.563 -5.078 22.915  0.0076
F 0.255 -6.751 21.283  0.0001
F -0.507 -4.707 20.766  0.0004

Forces on atoms 1 to 3 (eV/Å):
Mn 0.7 -2.2 0.0
Se 0.3 -1.1 -0.4
P 0.5 4.2 0.0

=====

no.,DFT total energy (a.u.)
1,-6339.721713
2,-5913.933439
3,-8778.633433